1.
Here is a cluster of 2 separate species, C4H8N2O in total at a distorted geometry from OMol25. Energies are from wB97M-V/def2-TZVPD.

Orbital gap = 8.619 eV
Largest force on an atom = 1.2 eV/A

Cartesian coordinates (Å):
O  -1.8101  1.8305  -0.3922
N  1.5082  2.0557  0.0274
N  -2.2149  -0.8333  -0.1050
C  0.5003  1.3859  -0.1001
C  1.7615  -1.6039  0.1385
C  -0.7372  0.9339  -0.2822
C  -0.9595  -0.4868  -0.2741
H  2.7770  -1.9111  0.3601
H  -1.4822  2.7332  -0.3653
H  1.8701  2.3045  0.9411
H  1.7753  -0.5739  -0.2862
H  1.2988  -2.2975  -0.5572
H  1.1648  -1.5607  1.0374
H  -2.4665  -1.8074  -0.1417
H  -2.9855  -0.1688  -0.0005

Cartesian forces (eV/Å) of the 3 atoms listed first:
O 0.115 -0.085 0.140
N 0.034 -0.285 -0.638
N -0.333 0.428 -0.207



2.
Here is a cluster of 4 separate species, C53H93BrFO15P3 in total at a distorted geometry from OMol25. Energies are from wB97M-V/def2-TZVPD.

Orbital gap = 8.810 eV
Largest force on an atom = 7.6 eV/A

Cartesian coordinates (Å):
Br  2.7396  4.6119  -0.9555
P  3.3316  -4.0778  6.6786
P  -5.0734  8.7105  1.5512
P  -4.9325  -5.0474  -3.2862
F  2.1046  1.7317  -5.3647
O  2.8234  -5.5059  7.3249
O  -5.7140  7.5440  2.2295
O  8.5814  2.6309  -2.7203
O  -6.0316  -5.2060  -4.5063
O  -4.3202  10.1587  1.3143
O  -6.1027  -4.7528  -2.1867
O  -4.8557  -6.6896  -3.1599
O  6.8499  2.7013  -5.0730
O  4.9263  -4.4050  6.5380
O  5.4126  4.0995  0.4634
O  3.5268  -3.4731  8.2005
O  -5.9848  8.8953  0.2082
O  2.8319  -4.2610  5.2826
O  -3.7750  7.9419  0.8871
O  -3.6833  -4.6978  -2.5447
C  7.9303  0.3066  -0.9304
C  5.6023  3.2786  -0.4048
C  0.0666  -0.6179  -1.0705
C  -5.2573  3.1448  -2.1985
C  -4.6047  -0.0198  1.0450
C  5.9169  3.1366  -4.1589
C  -5.2957  -0.2945  -0.3110
C  6.0802  -2.2791  6.8105
C  4.1173  2.3131  -6.6102
C  5.9930  1.1340  0.9417
C  -1.8895  10.0916  1.6662
C  -5.5633  -5.6024  -5.8161
C  -5.6039  -7.1118  -5.9961
C  6.2891  1.9468  -0.1404
C  -2.3010  -0.1173  -0.2259
C  1.7268  -6.2186  6.7502
C  -0.2864  -2.0737  -1.5267
C  -7.2997  9.4370  0.3315
C  7.4870  2.4218  -2.2488
C  -7.2769  -2.7598  -2.9604
C  -3.8054  5.5248  0.6954
C  -3.6049  -7.3479  -2.9564
C  -3.3971  -7.6775  -1.4923
C  3.1285  -2.1733  -2.2654
C  2.2169  -7.3253  5.8389
C  7.6297  -0.5189  0.1638
C  6.6582  -0.0942  1.0569
C  4.3369  3.7485  -6.0363
C  1.8144  -2.8796  -2.7027
C  3.7481  4.1284  -3.6351
C  1.8201  -4.2223  9.8010
C  -3.2417  10.5347  2.2023
C  -3.1084  0.3985  0.9900
C  -4.9587  2.2431  -0.9344
C  5.2274  3.4816  -1.8759
C  4.0159  4.0297  -2.2706
C  4.1067  -3.1709  -1.5645
C  5.0813  -2.3805  -0.6198
C  2.3520  -3.0811  8.9485
C  3.4056  1.3408  -5.6708
C  -3.2785  6.7274  1.4506
C  6.2453  -0.9766  2.2423
C  -6.4287  -3.3979  -1.8735
C  -0.7963  -0.1623  0.1442
C  4.6839  3.6718  -4.5519
C  7.2523  1.4998  -1.0619
C  -7.2744  10.9435  0.5262
C  5.7717  -3.4523  5.8953
C  4.8306  -1.5806  1.8581
C  -5.8215  0.9618  -1.0665
C  6.1950  3.0345  -2.7950
C  0.9039  -3.0610  -1.4165
C  4.9295  -2.7819  0.8828
H  -7.8261  9.1982  -0.5926
H  -3.5517  -6.8055  -0.8570
H  6.4488  -2.6305  7.7743
H  -1.0996  -2.4589  -0.8900
H  6.8297  -1.6254  6.3606
H  1.1580  -4.8651  9.2230
H  -2.9565  1.4861  1.0753
H  -6.1896  -0.9053  -0.0799
H  -7.8317  8.9485  1.1537
H  6.0943  -2.6691  -0.9431
H  2.8020  4.5249  -4.0011
H  8.1313  -1.4780  0.3016
H  4.2650  -0.7791  1.3530
H  -0.1265  0.0391  -1.9313
H  -5.6582  -7.3685  -7.0555
H  5.2277  1.4397  1.6559
H  -3.2602  11.6229  2.2653
H  2.7211  -8.0980  6.4226
H  -4.7002  -7.5758  -5.6038
H  -3.8791  2.0719  -0.9472
H  -4.7073  -0.9271  -0.9927
H  -5.4734  4.1795  -1.9075
H  1.2849  -2.2836  -3.4594
H  5.7505  -3.4566  1.1689
H  -1.6763  9.0619  1.9486
H  8.6702  0.0136  -1.6749
H  -4.8901  5.5575  0.5884
H  -1.0922  10.7072  2.0859
H  3.3761  4.2744  -6.1312
H  5.0915  4.2600  -6.6455
H  1.5798  -2.6965  8.2787
H  -5.9476  0.7043  -2.1315
H  3.9542  1.1182  -4.7421
H  -5.1569  0.8199  1.5081
H  1.3835  -7.7832  5.3035
H  -6.9894  -3.4111  -0.9387
H  -6.8280  1.1935  -0.6839
H  -6.6644  11.4199  -0.2415
H  3.9710  -3.3218  0.9678
H  6.6793  1.7792  -5.3004
H  -1.8582  10.1506  0.5794
H  -6.7059  -2.6413  -3.8841
H  2.1024  -3.8625  -3.1088
H  -4.1167  -8.4329  -1.1706
H  -7.6268  -1.7743  -2.6472
H  -5.2725  2.8061  -0.0464
H  2.9283  -1.3740  -1.5363
H  -3.5138  6.6649  2.5133
H  4.9170  -1.3112  -0.8070
H  -3.6313  -8.2753  -3.5354
H  5.0357  1.8191  -6.9604
H  -4.3527  3.1441  -2.8290
H  -2.6462  -1.1066  -0.5635
H  6.1105  -0.3940  3.1609
H  -6.4541  -7.5480  -5.4740
H  1.0522  -5.5411  6.2266
H  5.3103  -3.1076  4.9638
H  -8.1393  -3.3854  -3.1920
H  1.1099  -0.5796  -0.7280
H  -3.5310  4.5976  1.2022
H  3.5621  -3.9569  -1.0199
H  -2.1884  6.7563  1.3687
H  0.5557  -4.1044  -1.4600
H  -2.4037  0.5532  -1.0955
H  2.6315  -4.8398  10.1831
H  -0.4732  0.8691  0.3671
H  1.5421  -2.8739  -0.5412
H  -5.5160  -2.8212  -1.7079
H  -6.2376  -5.1400  -6.5371
H  1.1588  -6.6556  7.5760
H  4.2431  -1.8678  2.7435
H  2.9411  -6.9579  5.1120
H  -6.8408  11.2064  1.4935
H  -4.7660  -0.8801  1.7109
H  -0.6691  -2.1099  -2.5573
H  4.6770  -3.6587  -2.3713
H  -2.6228  -0.0281  1.8868
H  3.3221  0.3764  -6.2048
H  6.6983  -3.9658  5.6386
H  -0.6299  -0.8247  1.0066
H  3.4698  2.4241  -7.4972
H  -3.3926  5.5034  -0.3155
H  -2.7814  -6.7524  -3.3512
H  3.6423  -1.7193  -3.1305
H  2.6609  -2.2640  9.6006
H  5.1832  -1.6868  7.0039
H  -3.4154  10.1419  3.2066
H  -2.3902  -8.0623  -1.3213
H  -8.2843  11.3546  0.4827
H  -4.5609  -5.2103  -6.0014
H  1.2354  -3.8340  10.6366
H  6.9409  -1.8206  2.3338
H  -6.0490  2.7084  -2.8210

Cartesian forces (eV/Å) of the 3 atoms listed first:
Br 0.262 -0.187 -0.741
P 2.949 -6.866 1.155
P 1.665 -3.207 -6.641



3.
Here is an isolated molecule of C4H5F2NS at a distorted geometry from OMol25. Energies are from wB97M-V/def2-TZVPD.

Orbital gap = 8.777 eV
Largest force on an atom = 5.0 eV/A

Cartesian coordinates (Å):
S  -0.3375  0.9553  -2.2189
F  -2.0341  1.2991  1.0483
F  1.3720  -1.6473  0.4513
N  1.8614  0.9044  -0.6853
C  -0.1816  -0.1045  0.1353
C  -1.5778  0.0246  0.4285
C  0.1640  -1.3568  0.6318
C  0.5063  0.5641  -0.9475
H  2.4925  1.5767  -1.2327
H  -1.8818  -0.7008  1.3516
H  -2.1709  -0.0658  -0.5583
H  -0.4779  -2.0719  1.2400
H  2.2653  0.6229  0.3560

Cartesian forces (eV/Å) of the 3 atoms listed first:
S -0.800 0.761 -2.422
F 1.141 -1.315 -1.150
F 4.119 -2.772 -0.483



Q: Which formula does entry 3 have?
A: C4H5F2NS



Q: Which of these has the lowest largest force on an atom?
A: C4H8N2O



Q: Among the records above, which one has the highest largest force on an atom?
A: C53H93BrFO15P3